{"formula": "C29H54O27", "method": "ωB97M-V/def2-TZVPD", "species": ["H", "H", "H", "H", "H", "C", "C", "H", "O", "C", "O", "C", "H", "H", "H", "H", "H", "C", "H", "H", "O", "H", "C", "H", "O", "H", "O", "H", "C", "O", "H", "H", "H", "H", "C", "H", "O", "O", "C", "H", "H", "H", "H", "O", "C", "H", "H", "O", "H", "O", "H", "H", "O", "H", "O", "O", "H", "C", "C", "H", "O", "C", "O", "H", "H", "H", "H", "C", "C", "O", "H", "C", "C", "H", "C", "H", "C", "O", "O", "C", "H", "C", "C", "H", "H", "H", "O", "O", "O", "H", "O", "C", "C", "H", "H", "O", "O", "H", "H", "O", "C", "H", "H", "C", "C", "C", "O", "H", "H", "C"], "xyz": [[22.894, 1.913, -15.333], [15.014, 5.396, -19.743], [16.277, 6.296, -18.713], [22.045, 1.864, -18.845], [16.374, -0.068, -17.777], [22.322, -1.446, -16.126], [19.518, -1.306, -12.158], [19.205, 1.978, -18.071], [19.534, -0.560, -14.725], [16.542, 5.132, -15.261], [16.373, -1.691, -24.203], [18.008, 5.624, -15.454], [17.390, 0.798, -23.486], [22.339, -5.702, -18.245], [20.787, -5.439, -18.998], [15.337, 0.839, -18.784], [23.283, -1.362, -15.794], [22.349, -3.199, -17.650], [16.800, 5.341, -19.988], [22.549, 5.519, -15.617], [24.432, 2.662, -14.160], [21.950, -0.452, -16.038], [19.668, 2.651, -20.889], [19.459, 7.925, -19.688], [20.006, 3.805, -20.375], [18.718, 6.292, -19.704], [17.997, 1.147, -14.294], [17.489, 2.375, -15.771], [21.242, 1.416, -18.335], [19.166, -3.600, -17.722], [17.538, 0.624, -16.348], [27.076, 0.303, -12.846], [20.469, 6.501, -20.011], [17.652, -4.150, -15.601], [24.830, 1.498, -13.610], [20.457, -0.802, -11.832], [20.956, 6.821, -16.236], [21.966, -3.756, -18.875], [16.532, 0.832, -22.956], [16.114, -4.176, -23.366], [24.310, 2.259, -16.298], [19.374, 4.200, -18.521], [15.810, 1.289, -23.570], [19.617, 1.752, -20.000], [19.673, 4.206, -15.270], [19.744, -1.970, -12.948], [19.125, -1.873, -11.324], [16.230, -0.443, -22.228], [19.766, -1.398, -19.694], [19.519, 4.768, -14.057], [17.261, -4.848, -21.960], [16.919, 1.482, -22.259], [20.586, 3.443, -15.452], [16.020, 5.695, -14.440], [18.673, -0.217, -12.623], [16.356, 4.350, -18.354], [16.982, 0.503, -19.342], [19.961, 2.166, -18.759], [23.726, 2.633, -15.405], [22.295, -5.423, -19.973], [16.722, 2.114, -18.088], [16.366, -1.639, -22.818], [22.855, -4.068, -16.619], [21.050, 0.364, -18.532], [25.600, -0.053, -11.776], [17.743, -3.768, -23.388], [23.023, 7.227, -15.385], [22.147, 6.544, -15.431], [17.793, -3.112, -15.416], [17.474, -2.365, -16.530], [16.515, 4.119, -14.885], [16.308, 3.105, -18.828], [16.903, -3.967, -22.652], [23.244, 3.525, -15.714], [18.709, 0.111, -13.858], [21.135, 3.933, -18.543], [19.596, 6.907, -19.479], [22.288, 6.915, -18.284], [19.776, 6.876, -18.072], [16.016, 5.467, -19.240], [17.355, -2.808, -14.529], [21.015, 6.874, -17.561], [18.736, 5.903, -14.153], [18.870, -2.925, -15.214], [18.758, -2.861, -20.178], [18.008, 6.085, -13.349], [15.808, 2.876, -20.108], [18.819, 4.585, -16.106], [19.360, 2.479, -22.094], [27.007, 1.158, -11.272], [16.520, -2.727, -22.046], [20.170, 3.618, -18.986], [18.208, -2.491, -17.640], [18.025, 6.654, -15.906], [21.963, 6.501, -14.330], [22.287, -1.917, -17.469], [18.109, -1.587, -18.583], [19.414, 6.720, -14.201], [21.589, 1.716, -17.327], [24.450, 0.290, -14.152], [17.976, 1.398, -15.731], [18.193, -1.298, -20.652], [21.797, -2.068, -15.448], [26.371, 0.684, -12.055], [21.880, -5.155, -19.035], [18.740, -1.838, -19.838], [25.479, 1.726, -12.530], [16.040, 5.097, -16.197], [18.933, 1.329, -16.027], [16.386, 0.787, -18.484]], "forces_ev_per_angstrom": [[0.329, 0.149, 0.207], [0.967, 0.037, 0.986], [-0.023, 2.416, 1.749], [1.144, -0.097, -1.690], [0.816, 1.478, 0.512], [-0.856, 0.116, 0.178], [1.534, 1.352, 0.368], [-1.541, -0.387, 1.030], [-4.255, 3.322, 3.966], [1.055, 0.299, 1.238], [0.086, -0.295, 7.849], [-1.901, 1.695, 0.191], [2.661, -1.454, -2.413], [0.648, -0.106, 0.648], [1.025, 0.430, -0.198], [0.139, -0.073, -0.442], [2.832, -0.204, 0.687], [2.662, -7.682, 4.649], [-0.471, 0.377, -0.649], [-0.543, 0.904, -0.486], [0.498, -0.017, -0.018], [-0.804, 0.644, -0.713], [-1.714, 0.548, -6.778], [-0.363, 1.311, -0.901], [1.127, 1.440, -0.052], [0.225, 0.326, 0.104], [-0.423, -1.237, 1.427], [0.282, -0.484, -0.455], [-1.147, 0.994, 0.947], [-5.827, 6.610, 0.271], [-0.875, -0.210, 0.751], [-1.086, 0.406, 0.514], [-0.263, 0.219, 0.295], [-0.189, -0.844, -0.103], [-3.906, -5.340, -4.878], [-0.567, -0.567, -0.216], [0.613, 0.104, 0.271], [0.949, 3.473, 2.329], [-0.879, -1.829, 1.018], [-0.355, -0.876, 0.353], [0.051, 0.426, 1.313], [0.141, 0.119, 0.248], [-1.600, -0.236, -0.318], [-1.477, -4.415, -0.665], [3.804, -1.685, 2.907], [0.152, -0.498, -0.948], [-0.814, 0.547, 0.098], [0.273, -0.862, 0.260], [-0.848, -0.793, -0.660], [0.792, -1.182, 1.509], [-1.315, 2.327, -0.792], [-0.294, 1.458, 2.490], [-0.309, -0.240, -0.599], [0.423, -0.013, -1.195], [-1.413, 0.125, 1.705], [-0.087, -1.400, 1.102], [0.059, 0.071, -0.116], [3.050, -0.059, 1.827], [-0.437, -3.058, -1.222], [0.425, -0.023, -0.899], [0.591, 1.273, 1.856], [0.370, 0.557, -8.622], [-3.152, 5.148, -6.074], [0.686, -0.099, 0.373], [1.344, -0.421, 0.514], [-0.559, -0.067, 1.126], [-0.958, 0.167, -1.408], [1.606, -1.165, 1.223], [3.801, -1.156, -0.090], [-0.778, 2.468, -3.296], [0.347, -0.475, 0.134], [-3.652, -0.725, -8.663], [1.612, -0.581, -2.055], [0.175, 1.376, 0.644], [5.157, -3.189, -6.873], [-0.298, 0.241, -0.848], [0.672, -1.257, -0.484], [-8.296, -0.365, 4.288], [1.909, -0.416, 1.818], [0.309, -3.660, -2.551], [-1.811, 1.044, 1.156], [6.750, 0.072, -3.714], [-1.060, -0.243, -0.234], [-0.456, -0.520, -0.192], [0.139, -0.470, 0.714], [0.480, -0.560, 0.082], [2.816, 1.391, 7.128], [-3.307, 2.660, -2.265], [1.110, 0.545, 3.657], [-0.977, -0.571, -0.309], [0.012, 1.867, 1.152], [-0.131, 1.889, 1.905], [6.148, -7.187, 0.731], [-0.003, -1.533, -0.957], [-1.312, 0.140, -0.981], [-1.013, -0.429, -1.835], [-1.659, -0.806, 1.481], [0.315, 1.060, -0.196], [-1.004, -0.796, 0.099], [2.667, 6.553, 3.283], [-2.119, 0.019, 1.759], [0.310, 0.001, 1.187], [-0.663, -0.788, 0.255], [-0.214, -0.322, -0.256], [-2.112, -0.523, 0.971], [1.430, 1.478, -1.151], [1.526, 0.735, 0.194], [-0.666, 0.358, -0.554], [3.628, 0.726, -1.089], [-1.888, -0.999, -1.625]], "homo_ha": -0.33548, "e_tot_ev": -86218.0898, "e_above_lowest_kcal_mol": 294.2, "max_force_ev_per_a": 9.5, "homo_lumo_gap_ha": 0.3408}